ORCA calculation (wB97M-V/def2-TZVPD) on an isolated molecule of C3H4N2 in a non-equilibrium geometry.

Properties
2S+1 = 3
Kohn-Sham gap (alpha / beta) = 5.3 / 6.9 eV
⟨S²⟩ = 2.028
E_HOMO (alpha / beta) = -4.48 / -9.09 eV
largest force on an atom = 8.15 eV Å⁻¹
LUMO level (alpha / beta) = 0.0305 / -0.0808 Ha
relative energy (zero: lowest compared OMol25 entry of this formula, charge and spin) = 203.73 kJ/mol
total energy = -6148.403 eV

Geometry (Å):
1 C -0.39679 1.31014 -0.00202
2 C 0.38703 0.22122 0.06276
3 C -1.09864 0.04533 0.12172
4 N -2.16197 -0.61459 0.08305
5 N 1.73795 -0.31396 0.01691
6 H -0.63334 2.34954 -0.09645
7 H -2.20907 -1.68253 0.17329
8 H 2.43597 0.00868 -0.62109
9 H 1.93886 -1.32383 0.26184

---

ORCA calculation (wB97M-V/def2-TZVPD) on an isolated molecule of C3H4N2O in a non-equilibrium geometry.

Properties
Kohn-Sham gap = 11.8 eV
E_HOMO = -11.03 eV
largest force on an atom = 1.09 eV Å⁻¹
LUMO level = 0.0278 Ha
relative energy (zero: lowest compared OMol25 entry of this formula, charge and spin) = 140.01 kJ/mol
total energy = -8202.434 eV

Geometry (Å):
1 H -0.42964 0.27276 -2.79434
2 N -0.10718 0.03053 -1.86162
3 C -0.92597 0.42859 -0.98665
4 O -0.72262 0.25351 0.33188
5 C 0.49562 -0.39935 0.66348
6 C 0.78917 -0.11811 2.07357
7 N 1.05971 0.09646 3.17583
8 H -1.87315 0.95158 -1.13753
9 H 1.31009 -0.03665 0.02962
10 H 0.40398 -1.47933 0.50576

---

ORCA calculation (wB97M-V/def2-TZVPD) on an isolated molecule of C3H4N2O in a non-equilibrium geometry.

Properties
Kohn-Sham gap = 10.2 eV
E_HOMO = -10.46 eV
largest force on an atom = 11.45 eV Å⁻¹
LUMO level = -0.0099 Ha
relative energy (zero: lowest compared OMol25 entry of this formula, charge and spin) = 355.47 kJ/mol
total energy = -8200.201 eV

Geometry (Å):
1 C 0.65775 0.78161 0.11956
2 N -0.65116 0.46983 -0.14086
3 C -1.07720 -0.67900 -0.16153
4 O -2.29279 -1.09730 0.16644
5 C 0.15740 -1.51964 -0.12872
6 N 1.33952 -1.93596 0.02320
7 H 0.96390 1.92508 -0.09279
8 H 1.25952 0.18215 -0.57264
9 H 0.94545 0.69788 1.22508
10 H -1.30237 1.17534 -0.43775

---

ORCA calculation (wB97M-V/def2-TZVPD) on an isolated molecule of C3H4N2O.

Properties
Kohn-Sham gap = 9.6 eV
E_HOMO = -8.98 eV
largest force on an atom = 0.99 eV Å⁻¹
LUMO level = 0.0245 Ha
relative energy (zero: lowest compared OMol25 entry of this formula, charge and spin) = 143.24 kJ/mol
total energy = -8202.401 eV

Geometry (Å):
1 O 1.79704 0.73311 0.66398
2 C 0.58284 0.25366 0.30967
3 C 0.25505 -0.74226 -0.57010
4 C -1.15399 -0.64325 -0.67622
5 N -1.65052 0.26427 0.14594
6 N -0.56646 0.81137 0.74730
7 H 2.31708 0.72609 -0.15327
8 H 0.91435 -1.58073 -0.70202
9 H -1.81613 -1.14850 -1.37062
10 H -0.67927 1.32625 1.60536

---

ORCA calculation (wB97M-V/def2-TZVPD) on an isolated molecule of C3H4N2O.

Properties
Kohn-Sham gap = 10.2 eV
E_HOMO = -9.27 eV
largest force on an atom = 0.31 eV Å⁻¹
LUMO level = 0.0345 Ha
relative energy (zero: lowest compared OMol25 entry of this formula, charge and spin) = 105.41 kJ/mol
total energy = -8202.793 eV

Geometry (Å):
1 O -0.23499 2.23196 0.29163
2 C 0.01159 0.89960 0.16066
3 C -0.91703 -0.13858 -0.09509
4 C -0.14721 -1.27846 -0.08757
5 N 1.11890 -0.88110 0.16598
6 N 1.24221 0.44809 0.31415
7 H -0.63060 2.55149 -0.52812
8 H -1.98556 -0.05974 -0.23524
9 H -0.39985 -2.31968 -0.23409
10 H 1.94254 -1.45358 0.24769

---

ORCA calculation (wB97M-V/def2-TZVPD) on an isolated molecule of C3H4N2O.

Properties
Kohn-Sham gap = 10.6 eV
E_HOMO = -9.83 eV
largest force on an atom = 0.66 eV Å⁻¹
LUMO level = 0.0293 Ha
relative energy (zero: lowest compared OMol25 entry of this formula, charge and spin) = 243.05 kJ/mol
total energy = -8201.366 eV

Geometry (Å):
1 H -2.38118 -0.96513 -1.28730
2 N -1.52389 -1.10151 -0.75419
3 C -1.18118 -0.01656 -0.20442
4 N -0.04859 0.05876 0.61928
5 C 1.21247 0.81020 0.31557
6 C 1.11897 -0.64042 0.58199
7 O 1.60661 -1.72569 0.66934
8 H -1.70082 0.94519 -0.27737
9 H 1.52552 1.53652 1.06193
10 H 1.37209 1.09864 -0.72483

---

ORCA calculation (wB97M-V/def2-TZVPD) on an isolated molecule of C3H4N2O in a non-equilibrium geometry.

Properties
Kohn-Sham gap = 10.0 eV
E_HOMO = -9.15 eV
largest force on an atom = 1.80 eV Å⁻¹
LUMO level = 0.0320 Ha
relative energy (zero: lowest compared OMol25 entry of this formula, charge and spin) = 334.80 kJ/mol
total energy = -8200.415 eV

Geometry (Å):
1 O 1.99371 -0.25243 -0.25194
2 C 0.67187 -0.04387 -0.16541
3 C -0.01391 1.17216 -0.34089
4 N -1.31708 0.95812 -0.20583
5 N -1.44714 -0.31314 0.13023
6 C -0.25658 -1.03507 0.22677
7 H 2.12172 -1.21033 -0.34826
8 H 0.38638 2.15335 -0.53080
9 H -2.37877 -0.67652 0.26849
10 H 0.23981 -0.75228 1.21764

---

ORCA calculation (wB97M-V/def2-TZVPD) on an isolated molecule of C3H4N2O in a non-equilibrium geometry.

Properties
Kohn-Sham gap = 10.0 eV
E_HOMO = -9.71 eV
largest force on an atom = 5.92 eV Å⁻¹
LUMO level = 0.0102 Ha
relative energy (zero: lowest compared OMol25 entry of this formula, charge and spin) = 474.80 kJ/mol
total energy = -8198.964 eV

Geometry (Å):
1 C 1.26837 -0.08950 0.42891
2 N 1.25060 1.03842 -0.01273
3 N 0.04544 1.77095 -0.50578
4 C -1.06376 1.02866 -0.59655
5 O -1.08816 -0.44243 -0.70244
6 C -0.04174 -0.93011 0.25414
7 H 2.18097 -0.64899 0.51302
8 H -2.21299 1.48138 -0.81189
9 H 0.17821 -2.05192 0.00706
10 H -0.51692 -1.15647 1.42626

---

ORCA calculation (wB97M-V/def2-TZVPD) on an isolated molecule of C3H4N2O.

Properties
Kohn-Sham gap = 9.6 eV
E_HOMO = -8.73 eV
largest force on an atom = 0.42 eV Å⁻¹
LUMO level = 0.0315 Ha
relative energy (zero: lowest compared OMol25 entry of this formula, charge and spin) = 175.30 kJ/mol
total energy = -8202.069 eV

Geometry (Å):
1 N -1.48674 0.09029 1.06446
2 C -0.26697 0.07956 0.42810
3 C -0.01422 0.18891 -0.90494
4 C 1.38752 0.01622 -0.97200
5 N 1.93808 -0.12833 0.20559
6 O 0.86717 -0.08640 1.11173
7 H -1.51374 -0.12797 2.04818
8 H -2.18137 -0.41784 0.53565
9 H -0.74451 0.42309 -1.66235
10 H 2.01479 -0.03753 -1.85442

---

ORCA calculation (wB97M-V/def2-TZVPD) on an isolated molecule of C3H4N2O.

Properties
Kohn-Sham gap = 8.6 eV
E_HOMO = -8.73 eV
largest force on an atom = 0.44 eV Å⁻¹
LUMO level = -0.0039 Ha
relative energy (zero: lowest compared OMol25 entry of this formula, charge and spin) = 413.45 kJ/mol
total energy = -8199.600 eV

Geometry (Å):
1 O 1.32312 -1.22111 -1.06255
2 C 1.11997 0.06893 -1.10800
3 C -0.27410 0.51411 -1.15936
4 N -1.12874 0.67584 -0.20970
5 C -0.69377 0.32590 1.07683
6 N 0.53950 0.28413 1.38108
7 H 0.50432 -1.73469 -0.90285
8 H -0.55588 0.88402 -2.15417
9 H -1.51642 0.12797 1.77081
10 H 0.68199 0.07490 2.36791

---

ORCA calculation (wB97M-V/def2-TZVPD) on an isolated molecule of C3H4N2O in a non-equilibrium geometry.

Properties
Kohn-Sham gap (alpha / beta) = 7.4 / 7.4 eV
E_HOMO (alpha / beta) = -8.24 / -8.25 eV
largest force on an atom = 1.14 eV Å⁻¹
LUMO level (alpha / beta) = -0.0294 / -0.0294 Ha
relative energy (zero: lowest compared OMol25 entry of this formula, charge and spin) = 411.16 kJ/mol
total energy = -8199.624 eV

Geometry (Å):
1 N -2.00009 -0.16952 -0.31947
2 C -0.73427 -0.35158 -0.24111
3 N 0.00198 -1.50474 -0.36936
4 O 1.33247 -1.09996 -0.07112
5 C 1.45271 0.12651 0.23454
6 C 0.16566 0.79905 0.15961
7 H -0.32997 1.09196 1.10563
8 H -2.45444 -1.06074 -0.50921
9 H 2.44544 0.48094 0.47643
10 H 0.12050 1.68809 -0.46592

---

ORCA calculation (wB97M-V/def2-TZVPD) on an isolated molecule of C3H4N2O.

Properties
Kohn-Sham gap = 9.6 eV
E_HOMO = -8.77 eV
largest force on an atom = 0.37 eV Å⁻¹
LUMO level = 0.0289 Ha
relative energy (zero: lowest compared OMol25 entry of this formula, charge and spin) = 125.11 kJ/mol
total energy = -8202.589 eV

Geometry (Å):
1 O 2.03208 -0.13190 -0.41474
2 C 0.69433 0.01561 -0.19285
3 C -0.05292 1.15693 -0.55246
4 N -1.32910 1.01956 -0.21913
5 N -1.40710 -0.18725 0.34115
6 C -0.21699 -0.84615 0.37609
7 H 2.39897 -0.72446 0.25173
8 H 0.30013 2.04825 -1.05304
9 H -2.29227 -0.49821 0.70569
10 H -0.12713 -1.85236 0.75757

---

ORCA calculation (wB97M-V/def2-TZVPD) on an isolated molecule of C3H4N2O in a non-equilibrium geometry.

Properties
Kohn-Sham gap = 9.0 eV
E_HOMO = -8.24 eV
largest force on an atom = 2.51 eV Å⁻¹
LUMO level = 0.0266 Ha
relative energy (zero: lowest compared OMol25 entry of this formula, charge and spin) = 302.62 kJ/mol
total energy = -8200.749 eV

Geometry (Å):
1 O 0.08658 -1.33744 1.30926
2 C -0.43104 -0.21879 0.65976
3 C -1.20339 -0.36337 -0.53484
4 N -0.59188 0.23954 -1.53991
5 N 0.47028 0.87670 -0.99350
6 C 0.53718 0.69310 0.34059
7 H 0.65770 -1.07983 2.03441
8 H -2.15580 -0.85226 -0.72404
9 H 1.30953 0.99190 -1.54289
10 H 1.32084 1.05045 0.99115

---

ORCA calculation (wB97M-V/def2-TZVPD) on an isolated molecule of C3H4N2O in a non-equilibrium geometry.

Properties
Kohn-Sham gap (alpha / beta) = 7.1 / 7.6 eV
E_HOMO (alpha / beta) = -10.84 / -11.10 eV
largest force on an atom = 1.95 eV Å⁻¹
LUMO level (alpha / beta) = -0.1376 / -0.1291 Ha
relative energy (zero: lowest compared OMol25 entry of this formula, charge and spin) = 600.06 kJ/mol
total energy = -8197.666 eV

Geometry (Å):
1 C 0.15991 -0.49081 0.32572
2 C -0.16240 1.08255 0.17013
3 N 1.36530 -0.89313 -0.30059
4 O 0.45525 -0.70980 1.57624
5 C -0.95173 -1.22995 -0.35079
6 N -1.83405 -1.77410 -0.85123
7 H 1.65185 -0.18247 -0.98758
8 H -0.28531 1.27834 -0.89501
9 H 0.67449 1.63430 0.58943
10 H -1.07332 1.28506 0.72367

---

ORCA calculation (wB97M-V/def2-TZVPD) on a structure of composition C3H4N2O.

Properties
Kohn-Sham gap = 9.9 eV
E_HOMO = -9.42 eV
largest force on an atom = 0.25 eV Å⁻¹
LUMO level = 0.0162 Ha
relative energy (zero: lowest compared OMol25 entry of this formula, charge and spin) = 266.54 kJ/mol
total energy = -8201.123 eV

Geometry (Å):
1 O -0.10206 2.15880 0.43871
2 C -0.05245 0.88269 -0.00389
3 N 1.08940 0.16985 -0.09167
4 C 0.66236 -1.09643 -0.16126
5 C -0.73005 -1.16129 -0.11612
6 N -1.22849 0.09047 0.02287
7 H 0.80997 2.48190 0.42271
8 H 1.36115 -1.91714 -0.28032
9 H -1.38762 -2.00927 -0.25133
10 H -0.77837 0.76004 -1.04067

---

ORCA calculation (wB97M-V/def2-TZVPD) on an isolated molecule of C3H4N2O in a non-equilibrium geometry.

Properties
Kohn-Sham gap = 9.3 eV
E_HOMO = -8.76 eV
largest force on an atom = 3.96 eV Å⁻¹
LUMO level = 0.0198 Ha
relative energy (zero: lowest compared OMol25 entry of this formula, charge and spin) = 358.98 kJ/mol
total energy = -8200.165 eV

Geometry (Å):
1 O 1.37500 1.41139 -0.82388
2 C 0.52911 0.40427 -0.49976
3 C -0.02546 -0.79414 -0.81824
4 C -0.97598 -1.11744 0.55457
5 N -0.92744 -0.12947 1.36687
6 N -0.19426 0.88138 0.92392
7 H 1.93724 1.34556 -1.60660
8 H -0.03982 -1.55627 -1.62753
9 H -1.83297 -1.80826 0.74346
10 H 0.15460 1.36299 1.78718

---

ORCA calculation (wB97M-V/def2-TZVPD) on a cluster of 2 separate species, C3H4N2O in total.

Properties
Kohn-Sham gap = 10.1 eV
E_HOMO = -9.52 eV
largest force on an atom = 0.85 eV Å⁻¹
LUMO level = 0.0215 Ha
relative energy (zero: lowest compared OMol25 entry of this formula, charge and spin) = 533.27 kJ/mol
total energy = -8198.358 eV

Geometry (Å):
1 C 0.64172 -1.56849 0.83903
2 N 1.17212 -2.26072 0.07419
3 O 1.72281 -3.01556 -0.68686
4 H 0.17090 -0.73629 1.32933
5 C -0.21777 1.06879 -1.63860
6 C -0.49760 1.17013 -0.47197
7 N -0.77067 1.21985 0.86794
8 H 0.01843 0.99640 -2.67665
9 H -1.74395 1.02528 1.07464
10 H -0.49599 2.10062 1.28894

---

ORCA calculation (wB97M-V/def2-TZVPD) on an isolated molecule of C3H4N2O in a non-equilibrium geometry.

Properties
Kohn-Sham gap = 11.0 eV
E_HOMO = -10.32 eV
largest force on an atom = 1.82 eV Å⁻¹
LUMO level = 0.0254 Ha
relative energy (zero: lowest compared OMol25 entry of this formula, charge and spin) = 152.06 kJ/mol
total energy = -8202.309 eV

Geometry (Å):
1 O -1.13074 1.68905 0.39497
2 C -0.35690 0.78722 0.12372
3 C -0.91840 -0.64127 -0.00368
4 N 0.17334 -1.55758 -0.10195
5 C 1.34378 -1.62756 -0.16205
6 N 0.98295 0.92657 -0.11407
7 H -1.53707 -0.86410 0.86810
8 H -1.55402 -0.71441 -0.89103
9 H 1.67208 0.13888 -0.15100
10 H 1.32545 1.86313 0.03598

---

ORCA calculation (wB97M-V/def2-TZVPD) on a cluster of 2 separate species, C3H4N2O in total in a non-equilibrium geometry.

Properties
Kohn-Sham gap (alpha / beta) = 8.0 / 7.3 eV
E_HOMO (alpha / beta) = -7.69 / -7.53 eV
largest force on an atom = 3.10 eV Å⁻¹
LUMO level (alpha / beta) = 0.0125 / -0.0087 Ha
relative energy (zero: lowest compared OMol25 entry of this formula, charge and spin) = 692.06 kJ/mol
total energy = -8196.713 eV

Geometry (Å):
1 C 2.34495 0.11030 1.31346
2 C 1.44218 -0.22268 0.37863
3 C 2.77886 -0.17338 -0.06846
4 N -1.46101 -0.06734 0.68797
5 N -0.65315 -0.43989 -0.32058
6 O 3.75630 -0.22138 -0.71390
7 H 2.73849 0.44622 2.23464
8 H -1.64920 0.90509 0.81382
9 H -1.70668 -0.77164 1.41234
10 H -0.19800 -1.38646 -0.02384

---

ORCA calculation (wB97M-V/def2-TZVPD) on an isolated molecule of C3H4N2O.

Properties
Kohn-Sham gap = 10.0 eV
E_HOMO = -8.91 eV
largest force on an atom = 0.29 eV Å⁻¹
LUMO level = 0.0388 Ha
relative energy (zero: lowest compared OMol25 entry of this formula, charge and spin) = 86.81 kJ/mol
total energy = -8202.986 eV

Geometry (Å):
1 O -0.24327 1.62901 1.51871
2 C -0.09599 0.68760 0.56361
3 C 0.14709 -0.68409 0.79472
4 C 0.20386 -1.21870 -0.47172
5 N 0.00554 -0.20173 -1.33655
6 N -0.17841 0.98478 -0.71920
7 H -0.46102 2.45421 1.06225
8 H 0.25752 -1.18740 1.74296
9 H 0.35834 -2.23302 -0.81295
10 H 0.00635 -0.23066 -2.34183